Here is a single C4H7NO molecule from the Open Molecules 2025 dataset. Energies are from ωB97M-V/def2-TZVPD.

Geometry as XYZ:
```
13
Properties=species:S:1:pos:R:3:forces:R:3:nbo_charge:R:1
C 1.168 -0.783 0.108 0.0 -0.3 0.0 -0.072
O 1.306 0.226 -0.885 0.5 0.1 0.0 -0.530
C 0.099 0.907 -1.081 0.3 1.5 1.0 -0.008
C -0.594 0.856 0.470 -0.6 -0.8 -2.1 -0.156
N -1.245 -0.361 -0.011 -1.3 -1.8 0.4 -0.636
C -0.102 -0.475 0.867 0.1 -0.6 -0.2 -0.130
H 2.068 -0.726 0.734 -0.3 -0.1 0.0 0.187
H 1.091 -1.782 -0.336 0.1 0.1 -0.2 0.176
H 0.223 1.922 -1.410 0.9 0.6 -0.2 0.172
H -0.445 0.349 -1.900 -0.2 0.9 1.5 0.194
H -1.096 1.405 1.319 0.7 0.4 -1.8 0.228
H -2.158 -0.574 0.313 -0.6 -0.4 1.2 0.361
H -0.313 -0.963 1.813 0.4 0.5 0.3 0.216
```
Forces are in eV/Å.

Properties
- SMILES string = C1OC[C@H]2N[C@@H]12
- Kohn-Sham gap (eV) = 9.70
- HOMO energy (eV) = -8.614
- DFT total energy (a.u.) = -286.47419